(1)
Formula: C2Br2Cl2O
Source: the OMol25 dataset
Level of theory: ωB97M-V/def2-TZVPD

Each line ends with the Mulliken charge.
Atoms and positions in Å:
C 0.84 0.04 0.58  0.53
C -0.46 -0.15 -0.27  -0.04
O 1.01 -0.65 1.53  -0.37
Cl 2.00 1.17 -0.01  -0.10
Cl -1.44 -1.68 0.01  -0.08
Br -1.70 1.28 0.27  0.01
Br -0.26 -0.01 -2.12  0.06

## Properties
Orbital gap: 10.187 eV

***

(2)
Formula: C2Br2N2O2
Source: the OMol25 dataset
Level of theory: ωB97M-V/def2-TZVPD

Each line ends with the Mulliken charge.
Atoms and positions in Å:
O -2.38 0.29 -0.11  -0.64
N -1.20 -0.07 -0.20  0.72
O -0.82 -1.32 -0.69  -0.15
N 0.61 -1.40 -0.63  -0.29
C 1.04 -0.26 -0.10  0.23
Br 2.91 0.14 0.12  -0.04
C -0.12 0.52 0.26  0.20
Br -0.04 2.09 1.35  -0.04

## Properties
Orbital gap: 9.416 eV
Structure (SMILES): [O-][n+]1onc(Br)c1Br

***

(3)
Formula: C2BrClFN
Source: the OMol25 dataset
Level of theory: ωB97M-V/def2-TZVPD

Each line ends with the Mulliken charge.
Atoms and positions in Å:
C 1.95 0.86 0.36  0.25
C -1.58 -0.27 -0.29  0.10
N 1.58 1.90 0.65  -0.33
F -2.14 -0.47 -1.47  -0.10
Cl -2.30 -1.23 0.85  -0.01
Br 2.49 -0.78 -0.09  0.08

## Properties
Orbital gap: 9.659 eV

***

(4)
Formula: C2BrF3O
Source: the OMol25 dataset
Level of theory: ωB97M-V/def2-TZVPD

Each line ends with the Mulliken charge.
Atoms and positions in Å:
C -1.48 -0.08 0.00  0.70
C 1.57 -0.20 -0.45  0.08
O -1.56 0.77 -0.83  -0.36
F -0.73 -0.12 1.08  -0.15
F -2.10 -1.24 0.05  -0.17
F 1.30 1.04 -0.70  -0.01
Br 2.99 -0.16 0.85  -0.08

## Properties
Orbital gap: 9.523 eV

***

(5)
Formula: C2BrNO6
Source: the OMol25 dataset
Level of theory: ωB97M-V/def2-TZVPD

Each line ends with the Mulliken charge.
Atoms and positions in Å:
C 1.45 1.34 -3.78  0.55
C -2.14 -1.08 4.68  0.62
N 1.21 -0.01 -1.64  0.22
O 2.39 1.67 -4.48  -0.66
O -1.76 -2.18 4.78  -0.45
O 0.29 1.46 -3.69  -0.55
O -2.38 -0.06 5.25  -0.51
O 1.98 0.42 -2.62  -0.16
O 1.76 -0.78 -0.92  -0.40
Br -2.79 -0.79 2.41  -0.67

## Properties
Orbital gap: 8.253 eV
Net charge: -2

***

(6)
Formula: C2Cl2F3NO
Source: the OMol25 dataset
Level of theory: ωB97M-V/def2-TZVPD

Each line ends with the Mulliken charge.
Atoms and positions in Å:
C -0.45 -0.25 0.14  0.42
C 1.10 0.04 0.21  0.67
N -1.02 -0.02 -1.13  0.02
O -1.88 -0.75 -1.42  -0.31
F -0.98 -1.15 0.97  -0.16
F 1.76 -1.18 0.39  -0.21
F 1.37 0.66 1.35  -0.16
Cl -1.51 1.64 0.70  -0.19
Cl 1.61 1.01 -1.21  -0.08

## Properties
Orbital gap: 7.903 eV

***

(7)
Formula: C2Cl2N2O12Zr
Source: the OMol25 dataset
Level of theory: ωB97M-V/def2-TZVPD

Each line ends with the Mulliken charge.
Atoms and positions in Å:
Zr 0.09 -0.54 0.52  2.09
C -1.87 -0.55 3.18  0.55
O -3.09 -0.95 3.22  -0.80
O -1.29 -0.47 4.32  -0.77
O -1.31 -0.12 2.06  -0.49
C 1.55 2.58 0.27  0.37
O 0.88 1.44 0.16  -0.38
O 1.87 2.99 1.47  -0.82
O 2.39 2.91 -0.64  -0.77
Cl 2.06 -1.27 1.98  -0.65
Cl -1.17 -2.84 0.37  -0.70
N 2.06 -0.90 -2.23  0.88
O 3.26 -1.09 -2.53  -0.69
O 1.64 -0.92 -1.05  -0.44
O 1.31 -0.63 -3.17  -0.60
N -2.11 0.11 -1.99  0.84
O -1.31 0.23 -1.01  -0.37
O -3.24 0.59 -1.98  -0.66
O -1.72 -0.57 -2.95  -0.59

## Properties
Orbital gap: 5.161 eV
Net charge: -4

***

(8)
Formula: C2Cl3FO
Source: the OMol25 dataset
Level of theory: ωB97M-V/def2-TZVPD

Each line ends with the Mulliken charge.
Atoms and positions in Å:
C 1.23 0.10 -0.20  0.42
C -1.82 0.16 0.15  0.31
O 1.52 -1.04 -0.29  -0.28
F 2.06 1.15 -0.27  -0.15
Cl -1.81 -0.84 -1.32  -0.10
Cl -2.25 -0.81 1.48  -0.12
Cl -2.08 1.79 0.30  -0.08

## Properties
Orbital gap (spin up / spin down): 9.598 / 6.940 eV

***

(9)
Formula: C2Cl3N3S
Source: the OMol25 dataset
Level of theory: ωB97M-V/def2-TZVPD

Each line ends with the Mulliken charge.
Atoms and positions in Å:
C 0.97 0.38 -0.46  0.40
C -0.52 -2.19 -2.21  -0.06
N 0.80 0.93 0.61  0.13
N 0.13 0.71 1.63  -0.08
N -0.84 1.22 2.10  -0.11
S -0.41 -1.12 -0.85  0.00
Cl 2.26 0.59 -1.51  -0.08
Cl -1.75 -3.28 -1.85  -0.04
Cl -1.81 2.37 1.05  -0.16

## Properties
Orbital gap: 8.198 eV

***

(10)
Formula: C2Cl4S
Source: the OMol25 dataset
Level of theory: ωB97M-V/def2-TZVPD

Each line ends with the Mulliken charge.
Atoms and positions in Å:
C 1.20 -0.06 0.02  0.34
C -0.87 0.05 -0.07  0.18
S 1.77 1.11 -0.87  -0.15
Cl 1.65 -1.31 0.98  -0.11
Cl -1.66 -1.50 -0.66  -0.11
Cl -1.22 0.21 1.61  -0.05
Cl -1.38 1.33 -1.12  -0.10

## Properties
Orbital gap (spin up / spin down): 7.081 / 7.098 eV
<S²>: 2.017
Multiplicity: 3

***

(11)
Formula: C2ClF2N
Source: the OMol25 dataset
Level of theory: ωB97M-V/def2-TZVPD

Each line ends with the Mulliken charge.
Atoms and positions in Å:
N 1.01 -1.86 0.59  -0.30
C 0.55 -0.88 0.13  -0.06
C -0.26 0.31 -0.04  0.83
F -0.17 1.08 1.08  -0.18
F -1.56 0.12 -0.38  -0.18
Cl 0.43 1.22 -1.37  -0.12

## Properties
Orbital gap: 12.838 eV
Structure (SMILES): N#CC(F)(F)Cl

***

(12)
Formula: C2ClF3
Source: the OMol25 dataset
Level of theory: ωB97M-V/def2-TZVPD

Each line ends with the Mulliken charge.
Atoms and positions in Å:
C 0.00 0.90 -1.09  0.15
C -0.62 -0.10 -0.57  0.38
F 0.23 2.13 -1.06  -0.15
F 1.64 -0.79 1.01  0.00
F -0.79 -1.37 -0.97  -0.20
Cl -1.71 0.15 0.77  -0.17

## Properties
Orbital gap (spin up / spin down): 8.681 / 5.529 eV

***

(13)
Formula: C2ClFN4
Source: the OMol25 dataset
Level of theory: ωB97M-V/def2-TZVPD

Each line ends with the Mulliken charge.
Atoms and positions in Å:
F -1.00 1.83 0.11  -0.22
C -0.13 0.81 -0.08  0.51
N 1.13 1.03 -0.08  -0.20
N 1.91 -0.07 -0.05  -0.17
N 1.37 -1.27 0.05  -0.17
N 0.00 -1.43 0.08  -0.19
C -0.79 -0.41 0.00  0.53
Cl -2.48 -0.50 -0.04  -0.09

## Properties
Orbital gap: 9.990 eV
Structure (SMILES): Fc1nnnnc1Cl

***

(14)
Formula: C2ClI3O
Source: the OMol25 dataset
Level of theory: ωB97M-V/def2-TZVPD

Each line ends with the Mulliken charge.
Atoms and positions in Å:
C 0.98 -0.01 0.15  0.52
C -0.56 -0.13 -0.07  -0.75
O 1.57 -0.83 0.69  -0.35
Cl 1.61 1.50 -0.39  -0.11
I -1.14 0.86 1.75  0.23
I -1.11 0.76 -2.02  0.23
I -1.34 -2.14 -0.12  0.24

## Properties
Orbital gap: 8.266 eV

***

(15)
Formula: C2ClI3O
Source: the OMol25 dataset
Level of theory: ωB97M-V/def2-TZVPD

Each line ends with the Mulliken charge.
Atoms and positions in Å:
C 0.54 -1.33 -0.03  0.73
C 0.86 -0.44 -0.88  -0.64
O 0.17 -2.15 0.71  -0.34
Cl -2.73 1.77 0.83  -0.22
I -1.13 1.76 2.59  0.22
I -0.63 0.34 -2.18  0.15
I 2.93 0.05 -1.04  0.11

## Properties
Orbital gap: 7.002 eV

***

(16)
Formula: C2ClLi2O6
Source: the OMol25 dataset
Level of theory: ωB97M-V/def2-TZVPD

Each line ends with the Mulliken charge.
Atoms and positions in Å:
Li 0.41 -0.40 -1.73  0.84
Li -0.34 0.84 0.88  0.86
Cl 0.46 1.93 2.96  -1.03
C 2.14 -0.59 -0.06  0.83
O 1.63 -1.54 -0.84  -0.94
O 1.52 0.55 -0.08  -0.90
O 3.17 -0.83 0.65  -0.82
C -2.27 0.00 -0.45  0.79
O -3.41 -0.19 -1.01  -0.86
O -1.27 0.50 -1.12  -0.91
O -2.05 -0.27 0.80  -0.85

## Properties
Orbital gap: 3.786 eV
Net charge: -3

***

(17)
Formula: C2ClNa6O10
Source: the OMol25 dataset
Level of theory: ωB97M-V/def2-TZVPD

Each line ends with the Mulliken charge.
Atoms and positions in Å:
Na -1.17 -1.84 0.15  0.79
Na 3.33 -1.58 -2.45  0.98
Na 1.24 1.78 -1.66  0.84
Na 1.06 1.22 2.65  0.82
Na 1.21 -2.44 3.04  0.75
Na 4.71 -0.41 2.14  0.69
Cl -1.64 1.07 -3.07  1.67
O -1.26 0.04 -2.08  -0.56
O -0.80 2.24 -2.87  -0.82
O -1.37 0.78 -4.42  -0.63
O -2.87 1.49 -2.85  -0.55
C 1.66 -0.27 0.17  0.68
O 2.13 -0.71 1.26  -0.83
O 0.54 0.20 0.19  -0.88
O 2.35 -0.33 -0.75  -0.81
C -2.22 -0.28 2.67  0.78
O -1.90 -1.46 2.49  -0.72
O -2.02 0.39 1.72  -0.55
O -2.98 0.11 3.65  -0.65

## Properties
Orbital gap: 2.379 eV
Net charge: +1

***

(18)
Formula: C2ClO3P
Source: the OMol25 dataset
Level of theory: ωB97M-V/def2-TZVPD

Each line ends with the Mulliken charge.
Atoms and positions in Å:
C 0.45 -0.42 1.15  -0.10
C -1.29 0.71 -0.78  -0.62
O -0.43 -1.70 -1.22  -0.77
O 0.44 0.50 1.91  -0.33
O 1.49 0.01 -1.10  -0.77
P 0.07 -0.34 -0.75  0.89
Cl -0.99 2.53 -0.58  -0.30

## Properties
Orbital gap (spin up / spin down): 5.419 / 4.863 eV
Net charge: -2

***

(19)
Formula: C2F2I2
Source: the OMol25 dataset
Level of theory: ωB97M-V/def2-TZVPD

Each line ends with the Mulliken charge.
Atoms and positions in Å:
F -1.15 1.40 -0.57  -0.17
C -0.63 0.21 -0.65  0.03
I -0.70 -0.94 -2.35  0.14
C 0.60 -0.25 0.66  0.03
F 1.14 -1.43 0.62  -0.17
I 0.73 1.02 2.28  0.14

## Properties
Orbital gap (spin up / spin down): 7.900 / 7.840 eV
Structure (SMILES): F/C(I)=C(/F)I

***

(20)
Formula: C2F2I2
Source: the OMol25 dataset
Level of theory: ωB97M-V/def2-TZVPD

Each line ends with the Mulliken charge.
Atoms and positions in Å:
F 1.68 -0.69 1.74  -0.21
C 1.90 -0.27 0.54  0.19
C 1.71 0.19 -0.55  0.23
F 1.95 0.60 -1.75  -0.21
I -2.89 1.19 0.16  0.00
I -4.35 -1.02 -0.13  0.00

## Properties
Orbital gap: 7.702 eV
Structure (SMILES): FC#CF.II